ORCA calculation (ωB97M-V with the def2-TZVPD basis set) on a cluster of 10 separate species, C6H29N2O9 in total at a distorted geometry.

As for the LUMO energy: -2.5 eV. The calculation puts the HOMO energy at -11.18 eV.

The geometry in ORCA input format:
```
! RIJCOSX wB97M-V def2-TZVPD def2/J DEFGRID3
* xyz 1 1
O 1.4290 -3.3000 -0.7491
O 0.6383 1.3515 -2.1574
O 2.5493 2.3115 1.8474
O 1.9821 0.3731 0.0237
O 0.5846 3.4154 -0.7162
O -1.6484 1.1587 3.0022
O 2.4852 -1.2932 -2.7052
O 2.5821 -0.8311 2.9298
O -0.8226 -1.6299 -2.9873
N -0.0132 -0.8667 1.9046
N -3.3685 1.0807 -1.3502
C -3.5848 0.0263 -0.5146
C -2.4208 -0.2885 0.1292
C -0.6773 -1.9314 1.0489
C -2.0275 1.4076 -1.3985
C -1.4581 0.5922 -0.4309
C -2.1209 -1.6266 0.7534
H -0.4569 -0.4607 2.7355
H -1.0008 -1.2721 -2.1101
H 2.3813 -3.4355 -0.7853
H 1.9942 2.9701 1.4028
H -4.4768 -0.5708 -0.6368
H 3.0073 -0.0314 3.2821
H -0.3980 0.6554 -0.2837
H 3.4132 2.7391 1.8418
H -2.6503 -2.4237 0.2291
H 1.3726 -2.4025 -0.4184
H -4.0838 1.4699 -1.9372
H 1.7479 -1.6786 -3.2036
H 2.7186 -0.0372 -0.4480
H 0.7938 -1.3451 2.3239
H 0.8513 3.8631 -1.5241
H 0.9038 1.6738 -1.2923
H -2.6440 -1.6330 1.7229
H 2.2661 1.2897 0.1356
H -0.2659 3.7422 -0.4135
H 1.1176 0.5286 -2.3095
H -2.4972 0.7115 3.0378
H -0.5933 -2.7891 1.7094
H -1.6774 1.9577 2.4731
H 0.4484 -0.1578 1.3227
H -1.1571 -0.8709 -3.4865
H 3.3544 -1.3775 3.1555
H 3.1196 -1.2459 -3.4337
H -0.0843 -2.0879 0.1615
H -1.6128 2.2691 -1.8808
*
```

ORCA calculation (ωB97M-V with the def2-TZVPD basis set) on a cluster of 8 separate species, C6H29NO8 in total at a distorted geometry.

As for the LUMO energy: 0.2 eV. The SMILES is CCN[C@@H](CC)CO.O.O.O.O.O.O.O. The calculation puts the HOMO energy at -8.50 eV.

The geometry in ORCA input format:
```
! RIJCOSX wB97M-V def2-TZVPD def2/J DEFGRID3
* xyz 0 1
O -0.1006 -4.6726 -0.3047
O -4.4706 -1.9799 -0.5411
O 2.0311 3.9895 -1.3440
O 2.2454 1.1691 2.9151
O -0.0306 -0.8144 3.5457
O 1.1168 2.4297 -4.0911
O 1.6940 -0.6039 -1.9059
O 2.1769 2.0006 0.2685
N -1.6026 -0.1186 -0.5105
C 0.4470 0.0657 -1.7576
C 0.0665 -1.6679 0.2855
C 1.5007 -1.9009 0.7669
C -2.6663 1.8708 0.5291
C -2.3155 0.3972 0.6705
C -0.1420 -0.2121 -0.3386
H 1.1329 3.9226 -1.6700
H -0.1414 -0.2143 -2.6353
H 1.8810 -2.9440 0.6749
H -2.4759 2.2010 1.5717
H 1.6338 -2.2149 1.8237
H -4.9200 -1.6515 0.2451
H 3.2076 1.3551 3.0793
H 1.5133 1.6110 -3.7715
H 1.7231 -1.4520 -1.4556
H 0.2905 -0.3514 4.3255
H 2.8069 1.6246 -0.3453
H -0.6899 -1.7949 1.1007
H -1.8143 0.1180 1.5952
H 2.3640 1.2031 1.9395
H 0.3723 0.3412 0.4896
H -3.6116 2.1454 0.0039
H -0.2955 -2.3537 -0.4971
H -3.2660 -0.1842 0.7632
H -1.8989 0.3481 -1.3484
H -3.7201 -2.5006 -0.2004
H -0.5613 -3.8832 -0.5812
H 2.3986 2.7980 0.7490
H -0.5258 -5.0987 0.4489
H 0.7365 -1.0190 2.9817
H -1.8739 2.4185 -0.0345
H 2.1945 -1.1066 0.5336
H 2.6148 3.3502 -1.7460
H 0.7243 1.1454 -1.7690
H 0.2503 2.2344 -4.4589
*
```

ORCA calculation (ωB97M-V with the def2-TZVPD basis set) on a cluster of 8 separate species, C6H29NO8 in total at a distorted geometry.

Its expectation value of S² is 0.75. As for the LUMO energy (alpha / beta): -2.9 / -7.0 eV. The calculation puts the HOMO energy (alpha / beta) at -14.36 / -14.40 eV.

The geometry in ORCA input format:
```
! RIJCOSX wB97M-V def2-TZVPD def2/J DEFGRID3
* xyz 1 2
O -2.1070 -3.7707 0.0335
O 4.7975 1.0476 0.0348
O 0.5900 -4.0918 -1.4057
O 2.4123 2.4254 0.5246
O -2.9149 -0.8902 -0.4893
O -3.0738 2.1003 -0.8301
O 0.4838 1.9559 2.3348
O -1.9632 -2.0397 2.6134
N 0.6068 0.4347 -0.1283
C 1.4353 0.5736 -2.4714
C -0.6156 1.7536 1.4935
C 2.5429 -0.4737 -2.3178
C -0.4737 0.3321 0.8040
C -1.9389 1.9006 2.2125
C 0.2547 0.2846 -1.5723
H 4.5666 0.3404 0.6622
H 3.3452 2.1129 0.5645
H -1.7337 -4.2374 0.7802
H -1.4014 -2.3645 1.9072
H -3.8759 -1.0042 -0.6105
H 0.2097 1.8867 3.2493
H -0.4054 2.4481 0.6783
H 4.3609 0.7133 -0.7499
H 1.3043 -4.2087 -0.7699
H 1.0708 0.5373 -3.4879
H -2.1799 2.9399 2.4085
H -1.4168 -0.0257 0.3998
H -1.4880 -3.8440 -0.7067
H -0.1950 -0.3146 1.6464
H -2.5598 -1.7728 -0.6658
H -3.3261 2.6231 -0.0588
H -1.8365 1.3761 3.1605
H -2.7420 1.4102 1.6740
H 1.1253 1.3312 -0.1246
H 0.7689 -3.1495 -1.5837
H 3.3975 -0.2689 -2.9478
H -0.5262 1.0280 -1.6900
H 2.8325 -0.4730 -1.2669
H -2.8804 -1.9979 2.3133
H 1.7976 1.5647 -2.2366
H -0.1958 -0.6778 -1.6963
H 2.1556 -1.4658 -2.5524
H -2.3255 1.5703 -0.5637
H 2.1174 2.3803 1.4313
*
```

ORCA calculation (ωB97M-V with the def2-TZVPD basis set) on a structure of composition C6H2BCl5CrF2O7P2 at a distorted geometry.

Its expectation value of S² is 6.03. As for the LUMO energy (alpha / beta): 4.3 / 4.3 eV. The calculation puts the HOMO energy (alpha / beta) at -1.67 / -2.16 eV.

The geometry in ORCA input format:
```
! RIJCOSX wB97M-V def2-TZVPD def2/J DEFGRID3
* xyz -2 5
Cr -0.4704 -0.8000 0.1751
Cl 0.5149 3.5490 -3.5248
Cl -1.4333 4.7362 1.3811
Cl -1.4730 1.7166 2.0939
Cl 0.4653 0.5324 -2.8226
Cl -0.4329 5.6796 -1.4351
P 0.3823 -2.5911 2.0710
P 2.3962 -1.7946 0.1737
F -3.3548 0.0108 -0.7949
F -2.9030 -2.1343 -1.1187
O 1.7659 -0.4326 0.3480
O 1.5950 -2.4393 -1.0858
O 0.3815 -3.8984 3.0364
O -0.6037 -2.7979 0.9368
O 3.8507 -2.0285 0.0158
O 0.2395 -1.3734 2.8958
O 1.8795 -2.7238 1.4313
C -0.0395 3.0355 -1.9539
C -0.8984 3.5585 0.2098
C -0.5030 1.2005 -0.3822
C -0.4586 3.9850 -1.0340
C -0.9109 2.1926 0.5046
C -0.0707 1.6825 -1.6104
B -2.3997 -0.9598 -0.6129
H 2.0534 -3.2305 -1.3749
H 0.4280 -4.6748 2.4771
*
```

Looking at energy relative to the best compared isomer or geometry (same formula, charge and spin) for the records above, in order, we have 225.4, 454.1, 0.0, 89.2 kJ/mol.